[1]
DFT (ωB97M-V/def2-TZVPD) results for a molecular structure, C2H10O2Si2 in a non-equilibrium geometry.

```
16
Properties=species:S:1:pos:R:3:forces:R:3:lowdin_charge:R:1
C 1.331976 0.909758 -1.211616 1.7380 0.1432 0.0237 -0.170
C 1.449634 -1.097607 0.962386 0.1566 -1.7976 -0.2938 -0.182
O -1.014793 0.347295 0.624281 1.4264 -0.9481 1.5541 -0.344
O -0.491560 -1.469946 -1.358218 0.0516 -0.1175 0.3090 -0.383
Si -2.453023 -0.226706 -0.052046 -1.2606 1.4272 0.1407 0.591
Si 0.454161 -0.592675 -0.521269 0.2264 1.2340 1.3390 0.303
H 2.453994 0.986631 -0.870058 -2.0133 -0.5537 -0.8668 0.073
H 1.226735 0.638432 -2.260172 0.7598 0.0524 -0.5034 0.015
H 1.014891 1.953867 -1.220107 -0.6356 -0.2473 0.5718 0.028
H 1.007225 -1.889374 1.584147 -0.1701 0.2882 -0.1621 0.039
H 2.422752 -1.527079 0.674309 -0.1673 0.3153 -0.0840 0.041
H 1.637658 -0.240040 1.564924 0.2037 0.7941 0.5128 0.016
H -1.003627 0.438733 1.603761 0.2722 -0.0454 -0.9981 0.103
H -3.169101 1.022006 0.527803 -0.5179 -1.3286 -0.0592 -0.034
H -3.086771 -1.577882 0.119499 0.4676 0.5847 0.2789 -0.036
H -2.108699 0.205197 -1.331913 -0.5374 0.1991 -1.7625 -0.060
```
Forces are in eV/Å.

LUMO = 0.193 eV
HOMO level = -9.546 eV
2S+1 = 1
orbital gap = 9.74 eV

=====

[2]
DFT (ωB97M-V/def2-TZVPD) results for a single C4H8 molecule in a non-equilibrium geometry.

```
12
Properties=species:S:1:pos:R:3:forces:R:3:lowdin_charge:R:1
C -1.536185 -0.169742 0.022550 -3.2621 2.3422 2.0997 -0.101
C -0.173433 -0.036752 -0.429218 2.6591 -1.5306 -3.7296 -0.368
C 0.973831 0.630592 0.143180 -1.0224 7.8471 2.7755 -0.262
C 1.185169 -0.671073 -0.094802 -0.2649 -6.2633 3.5156 -0.150
H -1.934505 0.889992 -0.416874 -0.3249 -2.9119 0.7809 0.133
H -1.628016 0.059694 1.118936 0.5037 -0.1067 -0.5627 0.071
H -2.239827 -1.099573 0.019595 1.5407 1.5836 -1.2519 0.102
H 0.005555 0.369104 -1.449471 -1.3105 -1.2026 -0.0230 0.138
H 1.231389 1.598588 -0.311224 0.7957 -0.8640 -0.2445 0.131
H 0.803356 0.800630 1.156669 0.0829 0.7354 1.9541 0.092
H 1.913606 -1.053171 -0.665788 1.9272 -1.1227 -3.2581 0.050
H 1.399059 -1.318287 0.906443 -1.3246 1.4934 -2.0558 0.163
```
Forces are in eV/Å.

LUMO = 1.220 eV
HOMO level = -9.760 eV
structure (SMILES) = CC1CC1
2S+1 = 1
orbital gap = 10.98 eV

=====

[3]
DFT (ωB97M-V/def2-TZVPD) results for a single C3H2N2O molecule in a non-equilibrium geometry.

```
8
Properties=species:S:1:pos:R:3:forces:R:3:lowdin_charge:R:1
C -0.367901 0.373603 1.512824 -0.8819 1.0118 2.4513 0.080
C 0.585954 -0.099023 0.888449 2.8041 -0.7401 -1.5087 -0.023
C -0.856202 0.257958 0.022814 -3.8093 0.3955 -1.4459 -0.245
N 0.037720 -0.147430 -1.079979 1.3901 -0.8927 0.1742 0.162
N 1.072526 -0.374020 -0.385661 5.2663 -1.6143 -1.7033 -0.196
O 2.410140 -0.764548 -0.781079 -5.8863 1.6797 1.8404 -0.104
H -1.692445 -0.523837 0.207824 1.0887 1.4845 -1.0182 0.163
H -1.189793 1.277298 -0.385191 0.0284 -1.3245 1.2102 0.163
```
Forces are in eV/Å.

LUMO (alpha / beta) = -1.035 / -1.035 eV
HOMO level (alpha / beta) = -10.579 / -10.578 eV
2S+1 = 1
orbital gap (alpha / beta) = 9.54 / 9.54 eV

=====

[4]
DFT (ωB97M-V/def2-TZVPD) results for 2 unconnected molecules or ions with the total composition C24H31O9 in a non-equilibrium geometry.

```
64
Properties=species:S:1:pos:R:3:forces:R:3:lowdin_charge:R:1
C 3.502874 1.899071 1.420284 0.1494 0.2259 -0.1002 -0.089
C 3.218212 0.485546 1.836038 -0.7347 0.1854 -0.1678 -0.243
O 1.800942 0.386678 1.543112 1.7179 0.1707 0.4705 -0.034
C 1.326443 -0.854259 1.688058 -2.3786 -0.6982 -0.6718 -0.506
C -0.111055 -0.934860 1.511216 1.0137 1.1132 -0.1682 -0.083
C -0.799514 -2.273550 1.451109 0.0396 0.4184 0.0504 -0.407
C -1.043951 -2.888056 2.825431 -0.0953 -0.0358 -0.0703 -0.081
C -0.025371 -3.275403 0.603036 -0.0373 0.0450 -0.0582 -0.086
C -0.871983 0.244540 1.132562 1.5049 -1.7073 -0.0014 -0.488
O -0.504256 1.300318 0.648136 -0.5561 0.7032 0.2212 0.043
O -2.196488 -0.056138 1.316690 -2.0321 1.1749 0.2599 -0.085
C -3.155072 1.032142 1.264270 0.8065 -0.6779 -0.4686 -0.234
C -3.039225 1.940189 2.462660 0.1795 0.0851 0.2107 -0.085
O 2.080339 -1.800921 1.918080 0.4413 -0.2044 0.4845 -0.009
H 4.529214 2.166412 1.659140 0.1575 0.2146 0.0222 0.063
H 3.341792 1.987957 0.339504 0.0432 0.1172 0.1945 0.078
H 2.798539 2.559825 1.936007 0.2511 0.0198 -0.0934 0.076
H 3.793324 -0.244492 1.244813 -0.2565 0.1611 0.2978 0.117
H 3.392436 0.322631 2.913831 -0.0632 -0.0336 -0.4598 0.110
H -1.754725 -2.037921 0.965432 0.1041 -0.6359 0.2290 0.122
H -1.732395 -2.260932 3.405200 0.1138 -0.1302 -0.1029 0.049
H -1.482516 -3.883761 2.680846 -0.0269 -0.0011 0.3729 0.062
H -0.079666 -2.977917 3.347176 -0.2627 -0.0407 -0.0138 0.084
H -0.044755 -2.961922 -0.446700 0.1270 -0.1353 0.0786 0.077
H 1.006487 -3.299072 0.972114 -0.2618 -0.2588 -0.2919 0.062
H -0.501405 -4.254865 0.705811 0.1312 -0.1488 -0.2144 0.059
H -2.999391 1.598045 0.336584 -0.0870 -0.0882 0.1488 0.112
H -4.126966 0.529708 1.241254 0.0908 0.0887 -0.0837 0.110
H -3.809285 2.714591 2.413956 -0.0036 0.0053 0.0595 0.068
H -3.169124 1.372299 3.393639 0.0718 0.1604 -0.1598 0.075
H -2.056672 2.426505 2.453903 -0.1918 -0.1236 0.0986 0.074
C -5.116735 -1.280905 10.033212 0.3543 -0.1368 -0.7687 -0.059
O -4.627007 -1.661541 8.728492 0.0565 -0.0378 0.4174 -0.093
C -3.453418 -1.219841 8.211699 0.7468 0.4424 -0.4305 -0.259
C -3.090931 -1.767207 6.954399 -0.5065 0.0497 0.9191 0.005
C -1.987133 -1.300110 6.278910 0.4014 0.8470 -0.4479 0.003
C -1.264326 -0.160176 6.727237 -0.7580 -0.6720 1.1002 -0.183
C -0.292212 0.498797 5.879112 0.4496 0.4988 0.5651 0.108
C 0.099458 1.804659 6.055119 -0.4649 0.4904 -0.0912 -0.040
C 1.330259 2.313122 5.424438 0.9809 -0.9086 -1.6483 -0.397
O 2.048048 1.640090 4.711753 -0.6591 0.7413 0.9925 0.134
O 1.652027 3.636210 5.593261 -0.3606 0.1944 0.9341 0.079
C 1.002944 4.366196 6.662536 -0.4483 -0.0205 -0.8780 -0.526
C 1.544998 3.987269 8.029564 0.0395 0.0315 0.0663 0.015
C 1.212300 5.858037 6.392131 -0.0832 -0.4087 -0.0988 0.012
O -0.423991 4.145277 6.567766 0.7414 -0.4757 0.2340 0.069
C -0.865673 2.843914 6.499979 -1.3181 -0.0963 0.5456 -0.404
O -2.049449 2.647605 6.690611 1.1002 0.4323 -0.1527 0.111
C -1.534778 0.253136 8.070102 0.0897 0.1148 -0.8005 -0.019
C -2.591301 -0.265090 8.806906 -0.5806 -0.4163 -0.0615 -0.006
H -6.024553 -1.883809 10.117603 0.1605 0.2419 0.2439 0.089
H -4.407654 -1.543108 10.830789 -0.1152 0.0642 -0.2303 0.091
H -5.366615 -0.211421 10.076310 0.1388 -0.2365 -0.0529 0.094
H -3.737018 -2.543623 6.547086 0.2823 0.1072 0.0266 0.121
H -1.700267 -1.744620 5.325869 -0.1910 0.1376 0.1687 0.093
H 0.188134 -0.062245 5.074152 0.1402 -0.0524 0.2805 0.147
H 1.401470 2.926657 8.260114 0.0320 0.1565 -0.0682 0.091
H 2.614895 4.229183 8.056677 -0.2334 -0.1680 0.0112 0.100
H 1.033619 4.599994 8.783511 0.0955 -0.2371 -0.1446 0.098
H 0.786223 6.116583 5.418215 0.1094 -0.0616 0.1771 0.099
H 0.710505 6.438749 7.174332 0.0924 -0.1391 -0.1725 0.093
H 2.282962 6.084854 6.400899 -0.1899 -0.0505 -0.0329 0.094
H -0.924708 1.040764 8.524275 -0.1993 -0.3287 -0.2202 0.119
H -2.795399 0.090884 9.823121 0.1409 -0.0722 -0.4553 0.107
```
Forces are in eV/Å.

LUMO = 1.296 eV
HOMO level = -2.898 eV
2S+1 = 1
net charge = -1
orbital gap = 4.19 eV

=====

[5]
DFT (ωB97M-V/def2-TZVPD) results for a molecular structure, C4H8NaO3 in a non-equilibrium geometry.

```
16
Properties=species:S:1:pos:R:3:forces:R:3:lowdin_charge:R:1
C -1.811159 1.938643 2.115667 -0.0595 0.1038 0.1174 -0.059
C -1.240043 0.631501 1.615517 -0.2698 -0.2900 0.1025 -0.239
O 0.154267 0.657692 1.953791 -0.1188 0.1298 0.9243 -0.115
H -2.883794 1.964449 1.885955 0.2688 0.0562 0.0995 0.093
H -1.673236 2.039992 3.199856 -0.0888 -0.0252 -0.2931 0.090
H -1.321830 2.787173 1.619133 -0.1750 -0.2068 0.1230 0.086
H -1.378295 0.530319 0.529378 0.2333 0.0074 0.1946 0.126
H -1.692504 -0.243789 2.103455 -0.0275 0.2371 -0.0811 0.126
Na 2.215301 0.488878 -0.327315 -0.2924 -0.2427 0.1839 0.824
O 0.786297 -0.423117 1.333111 0.6793 -1.6012 0.5047 -0.231
O 1.832098 -1.777497 -0.104057 2.0606 -1.9639 1.3506 -0.004
C 1.804775 -2.421550 0.963872 -3.0679 0.3606 -3.8861 -0.137
C 1.132846 -1.761989 2.086671 -0.1905 3.1272 0.3273 -0.007
H 0.221141 -2.302368 2.378685 0.3255 0.2115 -0.0374 0.148
H 1.665277 -3.513920 0.887896 1.2619 -0.0670 0.3280 0.154
H 1.822908 -1.577054 2.922475 -0.5390 0.1632 0.0421 0.146
```
Forces are in eV/Å.

LUMO = -4.058 eV
HOMO level = -13.881 eV
2S+1 = 1
net charge = +1
orbital gap = 9.82 eV

=====

[6]
DFT (ωB97M-V/def2-TZVPD) results for a molecular structure, C17H15ClMnO4S2 in a non-equilibrium geometry.

```
40
Properties=species:S:1:pos:R:3:forces:R:3:lowdin_charge:R:1
Mn 0.738835 -0.693251 0.489182 0.0754 -1.4760 0.8230 0.505
S 3.027944 -1.776360 0.348666 -0.4631 0.2024 -0.1828 0.579
C 3.587277 -1.412119 1.972501 0.0406 0.0648 0.0204 -0.709
C 4.951989 -1.571034 2.246696 -0.0532 0.0211 0.0445 -0.161
C 5.483082 -1.301722 3.495205 0.0728 -0.0332 -0.0128 -0.133
C 4.653314 -0.844714 4.512177 0.0325 0.0155 0.0288 -0.133
C 3.303301 -0.675318 4.261709 0.0229 -0.0105 -0.0169 -0.162
C 2.743633 -0.965448 3.012668 0.0295 0.0139 -0.1034 -0.705
S 1.005890 -0.771625 2.833833 -0.3022 0.1363 0.0015 0.583
H 5.590474 -1.921192 1.444658 0.0157 0.0118 0.0080 0.082
H 6.542775 -1.447449 3.672695 -0.0088 0.0157 0.0031 0.086
H 5.059219 -0.619146 5.491562 -0.0225 -0.0018 0.0035 0.085
H 2.643517 -0.315446 5.042355 0.0096 -0.0089 0.0025 0.083
C 2.745937 1.855423 0.576734 -0.0849 -0.1381 0.2892 -0.036
C 1.730644 0.855168 0.131474 0.8446 1.1940 -0.7237 -0.502
O 1.216885 0.841096 -0.973781 -0.0568 0.0732 0.0906 0.000
H 2.389357 2.858914 0.340536 -0.0134 -0.0082 -0.0428 0.084
H 3.665389 1.660072 0.024166 -0.0107 -0.0307 -0.0404 0.091
H 2.944821 1.761346 1.641552 -0.0157 -0.0365 -0.0027 0.072
C -4.745551 1.665457 -0.919993 0.0184 -0.0544 -0.0030 -0.028
C -3.870341 1.219480 -2.053853 -0.0605 0.0036 -0.0036 -0.191
C -3.510100 2.078978 -3.078814 -0.0117 0.0320 -0.0186 -0.070
C -2.655267 1.660856 -4.086542 0.0272 -0.1514 0.0574 -0.675
Cl -2.215662 2.768085 -5.357264 0.0084 0.0873 -0.0722 0.626
C -2.134204 0.382819 -4.084880 -0.0759 0.1151 0.0072 -0.103
C -2.497885 -0.489474 -3.069255 0.0341 -0.1616 0.0793 0.006
C -3.371040 -0.086807 -2.067359 0.1399 0.0967 -0.1436 -0.242
O -3.804666 -0.901519 -1.066965 -0.1396 -0.0700 0.0408 -0.037
C -2.939735 -1.937937 -0.641874 0.2192 0.1582 0.0672 -0.087
C -1.603310 -1.384290 -0.130945 -0.4782 0.0713 -0.0372 -0.647
O -0.601173 -2.151403 -0.176774 0.0111 -0.1079 -0.1467 -0.084
O -1.560709 -0.217232 0.302729 0.1862 -0.0383 -0.0822 -0.008
H -4.923683 2.738840 -0.971284 -0.0093 0.0028 0.0086 0.075
H -4.263942 1.421003 0.027941 -0.0202 0.0316 0.0013 0.087
H -5.707713 1.148943 -0.936459 0.0091 0.0018 0.0145 0.084
H -3.884945 3.094741 -3.086567 0.0038 0.0002 0.0196 0.107
H -1.451268 0.067240 -4.860964 0.0105 0.0105 0.0093 0.104
H -2.072588 -1.483462 -3.067511 -0.0135 -0.0186 0.0456 0.118
H -2.752983 -2.680630 -1.417494 -0.0142 -0.0006 -0.0732 0.120
H -3.457533 -2.430887 0.179521 0.0427 -0.0131 0.0400 0.137
```
Forces are in eV/Å.

LUMO (alpha / beta) = 2.641 / 2.651 eV
HOMO level (alpha / beta) = -3.903 / -3.950 eV
2S+1 = 5
net charge = -1
orbital gap (alpha / beta) = 6.54 / 6.60 eV

=====

[7]
DFT (ωB97M-V/def2-TZVPD) results for a single CH3BrP2 molecule in a non-equilibrium geometry.

```
7
Properties=species:S:1:pos:R:3:forces:R:3:lowdin_charge:R:1
P 1.051099 1.428722 -0.175262 1.1260 -1.7672 -0.7702 0.719
C 0.280343 -0.194618 0.282659 -1.2673 -1.3036 1.0756 -0.917
P -1.380413 -0.423471 0.186196 -0.0891 0.2028 0.3941 0.643
Br -2.978829 -2.170919 1.499918 1.7641 1.0084 -0.9084 -0.208
H 1.748981 0.692747 -1.245006 0.5633 0.5646 1.0687 -0.069
H 0.283625 1.569137 -1.277758 -1.7281 0.9759 -0.9051 -0.167
H 0.995194 -0.901598 0.729253 -0.3689 0.3192 0.0453 -0.002
```
Forces are in eV/Å.

LUMO (alpha / beta) = -1.756 / -1.756 eV
HOMO level (alpha / beta) = -9.552 / -9.551 eV
structure (SMILES) = P/C=P/Br
2S+1 = 1
orbital gap (alpha / beta) = 7.80 / 7.80 eV

=====

Table of relative energy (zero: lowest compared OMol25 entry of this formula, charge and spin) (kJ/mol), in record order: 318.6; 296.5; 816.0; 210.7; 84.9; 23.0; 122.6